Record 1
The following is a quantum chemistry calculation of a 5-piece molecular cluster, C22H55FN6O7S overall, from the Open Molecules 2025 dataset.

ORCA input file:
```
! RIJCOSX wB97M-V def2-TZVPD def2/J DEFGRID3
* xyz 0 1
C 5.2793 -2.0206 2.2756
C 5.3672 -0.4343 1.7844
C 4.1142 0.4829 2.3938
C 3.2561 1.2138 1.1903
C 1.6739 1.4504 1.5747
N 0.8430 0.1887 1.6477
O 1.3632 -0.8122 0.9159
C 0.1845 -1.5377 0.3344
N -0.5162 -2.5881 -0.0425
S 0.5133 -0.3197 3.2851
O 0.6416 -1.8694 3.5043
O -0.9928 0.0128 3.5830
F 1.4923 0.4172 4.4871
H 4.4002 -2.2124 3.0445
H 5.0357 -2.6421 1.2911
H 6.3309 -2.3373 2.7039
H 5.4427 -0.3469 0.6104
H 6.3798 -0.0242 2.2584
H 4.5562 1.2842 3.1555
H 3.4026 -0.2771 2.9300
H 3.4201 0.6170 0.1773
H 3.7611 2.2775 1.0054
H 1.2084 2.1608 0.7359
H 1.6627 2.0970 2.5636
C -3.6885 3.4498 -1.6820
O -4.0110 2.9105 -0.4084
C -3.7350 1.5138 -0.2715
C -2.2619 1.1864 0.0661
C -1.3238 1.2972 -1.1332
N -1.7551 2.0412 1.1496
H -3.8601 2.7325 -2.4905
H -2.6522 3.7931 -1.6892
H -4.3250 4.3222 -1.8527
H -4.3553 1.1740 0.5678
H -4.0801 0.9599 -1.1528
H -2.2276 0.1444 0.4070
H -1.0976 2.3331 -1.3970
H -0.3662 0.8094 -0.9131
H -1.7530 0.8065 -2.0130
H -2.3298 1.8917 1.9794
H -1.9557 3.0115 0.8900
C -7.1431 2.4253 -6.7167
O -7.3505 1.3846 -5.7729
C -6.4171 0.3053 -5.8694
C -5.0715 0.5616 -5.1518
C -4.1388 1.4928 -5.9224
N -5.2766 1.1024 -3.8002
H -6.7758 2.0470 -7.6757
H -6.4528 3.1660 -6.3083
H -8.1001 2.9261 -6.8861
H -6.9031 -0.5467 -5.3770
H -6.2675 0.0115 -6.9153
H -4.5595 -0.4041 -5.0606
H -4.4427 2.5404 -5.8592
H -3.1213 1.4324 -5.5168
H -4.0927 1.2136 -6.9802
H -5.8219 0.4308 -3.2591
H -5.9045 1.9071 -3.8871
C 0.9042 1.2991 -5.2333
O 0.5817 0.7597 -3.9597
C 0.8577 -0.6369 -3.8228
C 2.3308 -0.9643 -3.4852
C 3.2689 -0.8535 -4.6845
N 2.8376 -0.1095 -2.4017
H 0.7327 0.5818 -6.0418
H 1.9406 1.6424 -5.2405
H 0.2677 2.1715 -5.4040
H 0.2375 -0.9767 -2.9835
H 0.5126 -1.1908 -4.7041
H 2.3652 -2.0063 -3.1443
H 3.4951 0.1824 -4.9483
H 4.2265 -1.3413 -4.4644
H 2.8398 -1.3443 -5.5643
H 2.2629 -0.2590 -1.5719
H 2.6370 0.8608 -2.6613
C 3.2940 -1.5906 9.0281
O 3.5622 -2.9708 8.8279
C 2.4182 -3.7478 8.4629
C 2.0658 -3.6932 6.9582
C 1.3718 -2.3986 6.5424
N 3.2571 -3.8874 6.1189
H 2.3030 -1.4201 9.4597
H 3.3983 -1.0507 8.0850
H 4.0444 -1.1952 9.7180
H 2.6784 -4.7851 8.7093
H 1.5558 -3.4900 9.0893
H 1.3663 -4.5134 6.7555
H 2.0613 -1.5537 6.4748
H 0.9131 -2.5141 5.5526
H 0.5774 -2.1356 7.2488
H 3.6636 -4.7981 6.3346
H 3.9678 -3.2244 6.4423
*
```

Calculated values
E_tot   -2224.04950 Eh
HOMO energy   -8.94 eV
SMILES   CCCCCN(OC#N)S(=O)(=O)F.COC[C@@H](C)N.COC[C@@H](C)N.COC[C@@H](C)N.COC[C@@H](C)N
Max |F|   12.0 eV/A

=====

Record 2
The following is a quantum chemistry calculation of a 2-piece molecular cluster, H4NOP2 overall, from the Open Molecules 2025 dataset.

ORCA input file:
```
! RIJCOSX wB97M-V def2-TZVPD def2/J DEFGRID3
* xyz -1 1
N 0.8801 -0.0592 1.5397
O 0.1789 -0.5486 0.5609
P 2.3645 0.6471 1.5618
P -0.9602 -0.5482 -1.6962
H 2.3779 0.9651 2.8176
H -1.1193 0.7970 -1.9205
H -2.2643 -0.7172 -2.5041
H -1.4576 -0.5360 -0.3592
*
```

Calculated values
E_tot   -814.98710 Eh
HOMO energy   -2.58 eV
Energy relative to the best compared isomer or geometry (same formula, charge and spin)   99.7 kcal/mol
Max |F|   4.7 eV/A

=====

Record 3
The following is a quantum chemistry calculation of C38H40I2N12O5PPbS2 as an isolated structure, from the Open Molecules 2025 dataset.

ORCA input file:
```
! RIJCOSX wB97M-V def2-TZVPD def2/J DEFGRID3
* xyz 3 1
Pb -0.8494 1.6331 0.3319
I 5.5035 5.8650 0.4375
C 3.9359 4.7645 -0.3495
C 4.2098 3.6695 -1.1845
C 3.1670 2.9227 -1.6515
I 3.4572 1.3725 -3.0050
C 1.7884 3.1931 -1.2704
O 0.8636 2.4148 -1.5793
C 1.5496 4.4315 -0.5464
C 0.1394 4.9529 -0.4765
N -0.7394 4.2916 0.5082
C -2.1004 4.8248 0.4073
C -2.9282 4.1052 -0.6335
C -3.9139 4.7890 -1.3290
C -4.7394 4.0987 -2.2000
C -4.5590 2.7319 -2.3496
C -3.5420 2.1235 -1.6430
N -2.7335 2.7898 -0.8059
C 2.6042 5.1615 -0.0873
H 5.2286 3.4382 -1.4627
H -0.3136 4.7933 -1.4582
H 0.1748 6.0305 -0.2894
H -0.3733 4.4527 1.4422
H -2.0926 5.8946 0.1803
H -2.6102 4.7021 1.3643
H -4.0347 5.8544 -1.1821
H -5.5145 4.6171 -2.7489
H -5.1918 2.1466 -3.0019
H -3.3598 1.0607 -1.7325
H 2.4278 6.0832 0.4542
N -0.3993 -0.7497 -3.8934
C -0.5893 0.2215 -2.9797
N -1.0558 0.0079 -1.7851
C -1.3648 -1.2980 -1.4208
N -2.0414 -1.5588 -0.3409
N -2.2745 -0.5117 0.4830
C -3.3422 -0.4761 1.1802
C -3.5411 0.5933 2.1676
C -4.5745 0.5055 3.0888
C -4.7005 1.4920 4.0542
C -3.7880 2.5322 4.0684
C -2.7955 2.5529 3.1013
N -2.6774 1.6207 2.1631
C -1.0174 -2.3739 -2.3017
C -1.1949 -3.7694 -1.8489
C -0.9474 -4.7961 -2.8998
C -0.5418 -4.4589 -4.1528
C -0.3245 -3.1094 -4.5093
C -0.5793 -2.0928 -3.5646
H -0.0691 -0.5198 -4.8181
H -0.3248 1.2321 -3.2642
H -4.1208 -1.2306 1.0659
H -5.2594 -0.3317 3.0532
H -5.4954 1.4446 4.7864
H -3.8454 3.3179 4.8091
H -2.0520 3.3416 3.0877
H -2.2162 -3.8590 -1.4717
H -1.1207 -5.8260 -2.6154
H -0.3920 -5.2258 -4.9015
H 0.0150 -2.8537 -5.5053
N 0.3832 -1.5848 2.6026
C 0.9773 -1.1022 3.8819
P 0.0745 0.4558 4.3262
O -1.2900 0.0158 4.7987
O 0.2307 1.4639 3.2320
C 0.8743 0.9676 5.9451
N -0.1211 0.6038 7.0136
H 0.6903 -0.9372 1.8464
H -0.6390 -1.5709 2.6560
H 0.6933 -2.5161 2.3207
H 2.0359 -0.9032 3.7279
H 0.8545 -1.8591 4.6539
H 1.0464 2.0406 5.9394
H 1.8241 0.4653 6.1108
H -0.9545 0.2446 6.4308
H -0.4155 1.3963 7.5794
H 0.2078 -0.1257 7.6420
N 4.1522 -5.8563 -5.0409
C 3.3967 -5.4093 -4.0176
C 2.7388 -6.3192 -3.1604
C 2.0263 -5.8776 -2.0780
C 1.9200 -4.5036 -1.8363
C 2.5071 -3.5834 -2.7053
C 3.2331 -4.0270 -3.7864
S 1.1310 -3.9220 -0.4045
O -0.4217 -4.1373 -0.6382
O 1.4220 -4.6951 0.7610
N 1.3465 -2.3927 -0.2331
C 2.5362 -1.8687 0.1898
S 4.0988 -2.6564 0.1543
C 4.8037 -1.2835 0.9205
C 3.8607 -0.3513 1.1517
N 2.5811 -0.6829 0.7526
H 4.3029 -6.8395 -5.1782
H 4.7199 -5.2249 -5.5761
H 2.8274 -7.3808 -3.3562
H 1.5513 -6.5852 -1.4087
H 2.3909 -2.5217 -2.5292
H 3.7112 -3.3157 -4.4492
H 5.8566 -1.2551 1.1522
H 4.0117 0.6048 1.6342
*
```

Calculated values
E_tot   -4430.53496 Eh
HOMO energy (alpha / beta)   -13.98 / -14.11 eV
Max |F|   1.1 eV/A

=====

Record 4
The following is a quantum chemistry calculation of C30H58BIN3O32PS9 as an isolated structure, from the Open Molecules 2025 dataset.

ORCA input file:
```
! RIJCOSX wB97M-V def2-TZVPD def2/J DEFGRID3
* xyz 0 1
C 3.8965 -4.3369 -2.3736
C 2.5832 -3.4533 -2.1002
O 1.3438 -4.2005 -2.1531
B 0.8147 -4.2831 -3.4555
O 1.6692 -4.5559 -4.5780
C -0.7856 -4.1289 -3.7741
C -1.3931 -5.6119 -3.6673
C -2.4072 -5.8523 -2.4700
C -3.8897 -5.8902 -3.0531
O -4.8641 -5.2337 -2.2311
C -6.0530 -5.0489 -3.0221
O -1.2902 -3.1755 -2.8120
C -1.8165 -1.9898 -3.3854
S -0.5533 -1.0458 -4.4167
P -3.2455 -2.3206 -4.6380
S -4.2048 -0.7161 -5.1781
C -2.3051 -1.0993 -2.1098
I -4.2926 -1.9120 -1.6051
N -2.3853 0.3547 -2.4820
C -3.1406 1.1556 -1.4765
C -4.5718 1.6666 -1.9710
N -4.6011 2.1226 -3.3719
C -1.2886 -1.1874 -0.9104
C -1.6968 -1.5016 0.5145
C -0.6116 -1.4989 1.5170
N 0.7317 -1.2924 1.3729
C 1.1498 -1.0025 0.0966
C 0.1836 -0.9309 -1.0162
H 3.6459 -5.3907 -2.7137
H 4.4302 -3.8676 -3.2635
H 4.6330 -4.3252 -1.5242
H 2.5409 -2.5211 -2.7463
H 2.6672 -3.0642 -1.0351
H 1.2303 -5.3169 -5.0165
H -0.8434 -3.8203 -4.8536
H -1.8473 -5.8603 -4.6765
H -0.5342 -6.3483 -3.5267
H -2.2704 -5.1748 -1.5848
H -2.2020 -6.9055 -2.0905
H -3.8944 -5.5315 -4.1340
H -4.2071 -6.9877 -3.1129
H -5.8367 -4.5822 -4.0380
H -6.7895 -4.3487 -2.5183
H -6.5685 -6.0401 -3.2512
H -1.1448 0.1079 -4.8737
H -2.5488 -2.7721 -5.8191
H -4.0684 -3.4107 -4.2433
H -1.4178 0.7072 -2.4084
H -3.2483 0.6787 -0.4613
H -2.5300 2.1040 -1.3079
H -4.8359 2.5749 -1.3300
H -5.3811 0.9051 -1.7287
H -5.2823 1.6088 -3.9267
H -3.6775 2.1409 -3.8012
H -2.7564 -1.6888 0.8125
H -0.9504 -1.7012 2.5802
H 2.2441 -0.7895 -0.0691
H 0.6101 -0.6500 -2.0250
C 6.5629 -0.0512 0.0458
C 6.4227 -1.5506 0.2375
O 5.3761 -1.9391 -0.6557
S 5.4105 -0.9804 -1.9572
O 6.1191 -1.6547 -2.9893
O 4.1120 -0.4324 -2.1449
O 6.3736 0.1674 -1.3546
H 5.7813 0.4914 0.5841
H 7.5393 0.3153 0.3599
H 6.1725 -1.8179 1.2629
H 7.3346 -2.0744 -0.0620
C 6.2790 -4.2130 -5.7833
C 4.9612 -4.5378 -6.4553
O 5.2989 -4.8189 -7.8155
S 6.7699 -5.4912 -7.8651
O 6.6149 -6.9035 -7.9381
O 7.5678 -4.7576 -8.7841
O 7.2284 -5.1123 -6.3608
H 6.5970 -3.1916 -6.0074
H 6.2322 -4.3487 -4.7037
H 4.2518 -3.7139 -6.3965
H 4.5109 -5.4366 -6.0251
C 1.0338 2.2766 3.4044
C 0.4985 1.0452 4.1062
O 0.9256 1.1770 5.4636
S 0.9729 2.7550 5.8525
O -0.2327 3.0983 6.5262
O 2.2612 3.0458 6.3866
O 0.8912 3.3425 4.3464
H 2.0968 2.1669 3.1726
H 0.4854 2.5010 2.4895
H 0.8776 0.1215 3.6702
H -0.5953 1.0299 4.0963
C 1.2042 6.4529 0.9814
C 2.6213 5.9173 0.8991
O 2.4956 4.6407 0.2683
S 1.2595 4.6846 -0.7756
O 1.7805 4.9285 -2.0753
O 0.3881 3.5982 -0.4849
O 0.5792 6.0494 -0.2401
H 0.6568 5.9978 1.8110
H 1.1781 7.5370 1.0826
H 3.0859 5.8187 1.8790
H 3.2468 6.5489 0.2623
C -10.3123 -2.6823 -2.2696
C -10.8855 -1.4560 -2.9565
O -9.7874 -0.5491 -3.0673
S -8.4199 -1.3920 -3.2566
O -8.1138 -1.4442 -4.6423
O -7.4858 -0.9567 -2.2773
O -8.9999 -2.8373 -2.8129
H -10.2186 -2.5244 -1.1919
H -10.9085 -3.5752 -2.4538
H -11.7005 -1.0060 -2.3919
H -11.2311 -1.6935 -3.9664
C -1.4811 7.8528 8.0502
C -0.3531 7.6139 9.0383
O 0.0997 6.2868 8.7721
S -0.0829 5.9718 7.1983
O 1.1669 6.1934 6.5483
O -0.8116 4.7581 7.0600
O -1.0631 7.2178 6.8435
H -2.4069 7.3761 8.3838
H -1.6618 8.9137 7.8791
H -0.6795 7.7071 10.0729
H 0.4805 8.2975 8.8575
C 5.3632 6.4938 10.2895
C 4.8324 5.1088 9.9658
O 3.5887 5.0195 10.6631
S 2.9075 6.4837 10.7233
O 1.9503 6.5770 9.6678
O 2.5883 6.7759 12.0781
O 4.2141 7.3421 10.3002
H 5.8168 6.5214 11.2838
H 6.0862 6.8412 9.5524
H 5.5100 4.3186 10.2852
H 4.6289 5.0024 8.8967
*
```

Calculated values
E_tot   -7997.07922 Eh
HOMO energy   -7.80 eV
Energy relative to the best compared isomer or geometry (same formula, charge and spin)   64.3 kcal/mol
Max |F|   6.6 eV/A

=====

Record 5
The following is a quantum chemistry calculation of a 4-piece molecular cluster, C4H15NO3 overall, from the Open Molecules 2025 dataset.

ORCA input file:
```
! RIJCOSX wB97M-V def2-TZVPD def2/J DEFGRID3
* xyz 0 1
C 0.6241 0.9333 0.4057
C -0.6210 1.3191 -0.3339
C -0.9456 2.7741 -0.3728
C -1.3798 0.3786 -0.9226
N -1.0289 -0.9461 -1.1741
H 0.7262 1.5829 1.2949
H 0.5510 -0.0353 0.8901
H 1.5579 0.9909 -0.1543
H -0.3919 3.2334 -1.2195
H -1.9833 3.0734 -0.4886
H -0.4931 3.2744 0.4830
H -2.1933 0.7746 -1.5294
H -1.8020 -1.5937 -1.0405
H -0.2909 -1.3563 -0.6099
O 2.1016 -1.6843 1.3424
H 2.5029 -0.8987 0.9291
H 1.6559 -1.2377 2.0816
O 1.9534 -1.3246 -2.0207
H 1.0359 -1.2638 -2.3510
H 1.9865 -1.8838 -1.2602
O -0.9322 -2.0723 1.7238
H -1.0728 -2.6719 2.4663
H -1.5608 -1.3662 1.8605
*
```

Calculated values
E_tot   -441.84681 Eh
HOMO energy   -7.98 eV
Energy relative to the best compared isomer or geometry (same formula, charge and spin)   22.0 kcal/mol
SMILES   CC(C)=CN.O.O.O
Max |F|   1.8 eV/A

=====

Record 6
The following is a quantum chemistry calculation of a 2-piece molecular cluster, C9H11O2 overall, from the Open Molecules 2025 dataset.

ORCA input file:
```
! RIJCOSX wB97M-V def2-TZVPD def2/J DEFGRID3
* xyz -1 1
C 3.5033 1.2412 0.8683
C -0.7405 0.5967 0.6531
C -0.2573 1.8938 0.6367
C 0.1420 -0.4798 0.6389
C 1.1127 2.1190 0.6147
C 1.5099 -0.2350 0.5720
C 2.0186 1.0650 0.6519
H -1.8032 0.3942 0.6099
H -0.9431 2.7245 0.5680
H -0.2737 -1.4754 0.5892
H 1.5584 3.1113 0.6416
H 2.1234 -1.1254 0.6144
H 3.9389 0.3427 1.2998
H 3.7123 2.0229 1.6013
H 4.0154 1.4770 -0.0640
C -2.8008 -1.7619 -2.1497
C -2.8770 -2.2231 -0.6527
O -3.6454 -1.5652 0.0884
O -2.1056 -3.1709 -0.3653
H -2.5855 -2.6480 -2.7509
H -1.9181 -1.1156 -2.2208
H -3.6847 -1.1880 -2.4449
*
```

Calculated values
E_tot   -500.08524 Eh
HOMO energy   -4.07 eV
Energy relative to the best compared isomer or geometry (same formula, charge and spin)   4.6 kcal/mol
Max |F|   1.1 eV/A

=====

Repeat the sixth record exactly.
The following is a quantum chemistry calculation of a 2-piece molecular cluster, C9H11O2 overall, from the Open Molecules 2025 dataset.

ORCA input file:
```
! RIJCOSX wB97M-V def2-TZVPD def2/J DEFGRID3
* xyz -1 1
C 3.5033 1.2412 0.8683
C -0.7405 0.5967 0.6531
C -0.2573 1.8938 0.6367
C 0.1420 -0.4798 0.6389
C 1.1127 2.1190 0.6147
C 1.5099 -0.2350 0.5720
C 2.0186 1.0650 0.6519
H -1.8032 0.3942 0.6099
H -0.9431 2.7245 0.5680
H -0.2737 -1.4754 0.5892
H 1.5584 3.1113 0.6416
H 2.1234 -1.1254 0.6144
H 3.9389 0.3427 1.2998
H 3.7123 2.0229 1.6013
H 4.0154 1.4770 -0.0640
C -2.8008 -1.7619 -2.1497
C -2.8770 -2.2231 -0.6527
O -3.6454 -1.5652 0.0884
O -2.1056 -3.1709 -0.3653
H -2.5855 -2.6480 -2.7509
H -1.9181 -1.1156 -2.2208
H -3.6847 -1.1880 -2.4449
*
```

Calculated values
E_tot   -500.08524 Eh
HOMO energy   -4.07 eV
Energy relative to the best compared isomer or geometry (same formula, charge and spin)   4.6 kcal/mol
Max |F|   1.1 eV/A